1) {
  "formula": "C4H7NO",
  "method": "the ωB97M-V functional and the def2-TZVPD basis",
  "elements": ["O", "C", "C", "N", "C", "C", "H", "H", "H", "H", "H", "H", "H"],
  "coordinates": [[-0.594, -0.314, 2.031], [-0.712, -0.486, 0.727], [1.118, 0.155, -0.035], [0.191, 0.403, -1.159], [0.212, -1.031, -0.963], [-0.928, 0.701, -0.238], [-0.239, 0.578, 2.256], [1.104, 0.899, 0.774], [2.140, -0.111, -0.310], [-0.680, -1.619, -1.158], [1.095, -1.522, -1.383], [-0.801, 1.714, 0.188], [-1.907, 0.633, -0.730]],
  "lumo_ev": 0.82,
  "orbital_gap_ev": 8.06
}

---

2) {
  "formula": "C4H7NO",
  "method": "the ωB97M-V functional and the def2-TZVPD basis",
  "elements": ["O", "C", "C", "N", "C", "C", "H", "H", "H", "H", "H", "H", "H"],
  "coordinates": [[1.172, 0.626, 1.381], [1.045, 0.290, 0.021], [0.572, -1.130, -0.327], [-0.699, -0.616, -0.926], [-1.416, 0.041, 0.158], [-0.307, 0.769, -0.519], [0.378, 1.170, 1.383], [1.914, 0.636, -0.550], [0.420, -1.797, 0.529], [1.176, -1.628, -1.088], [-1.321, -0.329, 1.181], [-2.433, 0.308, -0.126], [-0.502, 1.661, -1.116]],
  "lumo_ev": 1.01,
  "orbital_gap_ev": 10.39
}

---

3) {
  "formula": "C4H7NO",
  "method": "the ωB97M-V functional and the def2-TZVPD basis",
  "elements": ["C", "C", "C", "C", "H", "H", "H", "H", "H", "H", "H", "N", "O"],
  "coordinates": [[-2.289, 0.179, 0.068], [0.205, 0.259, -0.151], [1.503, -0.540, -0.153], [2.592, 0.196, 0.135], [-2.837, -0.053, 1.017], [-2.139, 1.241, -0.145], [-2.940, -0.243, -0.692], [-0.915, -1.449, -0.102], [1.401, -1.645, -0.311], [3.598, -0.298, 0.102], [2.611, 1.292, 0.378], [-0.978, -0.458, 0.003], [0.189, 1.519, -0.149]],
  "lumo_ev": 0.87,
  "orbital_gap_ev": 10.46
}

---

If we sort the structures by their calculated energies, the order from most to least stable is 3), 2), 1).